(one)
Computed, not measured: a single C6H14 molecule, with ωB97M-V/def2-TZVPD.

Each atom is followed by the atoms it is bonded to, with distances in Å.
Geometry (Å):
1 C 2.534 0.896 -0.237  C2 1.511, H7 1.081, H8 1.096, H9 1.098
2 C 2.055 -0.412 0.348  C1 1.511, C3 1.559, H10 1.109, H11 1.096
3 C 0.667 -0.858 -0.202  C2 1.559, C4 1.516, H12 1.113, H13 1.097
4 C -0.460 0.050 0.250  C3 1.516, C5 1.527, H14 1.102, H15 1.096
5 C -1.816 -0.425 -0.266  C4 1.527, C6 1.542, H16 1.081, H17 1.089
6 C -2.950 0.555 0.098  C5 1.542, H18 1.096, H19 1.088, H20 1.078
7 H 2.534 0.899 -1.318  C1 1.081
8 H 3.546 1.096 0.134  C1 1.096
9 H 1.905 1.730 0.104  C1 1.098
10 H 1.944 -0.322 1.448  C2 1.109
11 H 2.782 -1.215 0.180  C2 1.096
12 H 0.675 -0.843 -1.315  C3 1.113
13 H 0.482 -1.883 0.144  C3 1.097
14 H -0.250 1.073 -0.101  C4 1.102
15 H -0.440 0.102 1.345  C4 1.096
16 H -1.992 -1.387 0.195  C5 1.081
17 H -1.742 -0.548 -1.346  C5 1.089
18 H -3.940 0.276 -0.279  C6 1.096
19 H -2.683 1.528 -0.309  C6 1.088
20 H -2.988 0.661 1.170  C6 1.078

As for the molar mass: 86.18 g/mol. As for the spin multiplicity: 1. For the HOMO energy, the calculation gives -10.8629 eV. Its SMILES is CCCCCC. Its lowest unoccupied orbital energy is 1.27 eV. As for the frontier orbital gap: 0.44592 hartree. As for the charge: 0.

(two)
Computed, not measured: 2 unconnected molecules or ions with the total composition C6H14, with ωB97M-V/def2-TZVPD.

Each atom is followed by the atoms it is bonded to, with distances in Å.
Geometry (Å):
1 C -1.596 -0.534 1.921  C2 1.590, H7 1.034, H8 1.158, H9 1.088
2 C -1.818 0.549 0.779  C1 1.590, C3 1.533, H10 1.094, H11 1.106
3 C -0.845 0.373 -0.393  C2 1.533, C4 1.547, H12 1.064
4 C 0.553 0.963 -0.695  C3 1.547, C5 1.637, H14 1.062, H15 1.151
5 C 1.701 0.063 -1.438  C4 1.637, C6 1.592, H16 1.082, H17 1.087
6 C 1.839 -1.303 -0.634  C5 1.592, H18 1.115, H19 1.113, H20 1.052
7 H -1.852 -1.450 1.515  C1 1.034
8 H -0.463 -0.415 2.123  C1 1.158
9 H -2.228 -0.456 2.803  C1 1.088
10 H -2.855 0.727 0.478  C2 1.094
11 H -1.496 1.495 1.253  C2 1.106
12 H -1.430 0.278 -1.276  C3 1.064
13 H 0.518 -0.153 2.317  no bonds
14 H 1.003 1.409 0.157  C4 1.062
15 H 0.538 1.816 -1.467  C4 1.151
16 H 1.277 -0.184 -2.403  C5 1.082
17 H 2.470 0.812 -1.605  C5 1.087
18 H 0.807 -1.249 -0.212  C6 1.115
19 H 2.504 -1.175 0.250  C6 1.113
20 H 2.211 -2.125 -1.175  C6 1.052

As for the molar mass: 86.18 g/mol. As for the spin multiplicity: 1. For the HOMO energy, the calculation gives -6.5810 eV. Its lowest unoccupied orbital energy is -1.70 eV. As for the frontier orbital gap: 0.17931 hartree. As for the charge: 0.

Least stable structure: (two)